# 1
Here is a molecular structure, C25H26N8O2Tc from the Open Molecules 2025 dataset. Energies are from the ωB97M-V functional and the def2-TZVPD basis.

CARTESIAN COORDINATES (ANGSTROEM)
N -1.29995 1.09547 -3.11542
H -2.24341 0.39225 -1.33472
H -4.66949 -4.58022 -0.92492
N -2.36145 2.89044 -3.14131
C -0.63074 0.64794 4.41652
H -3.58226 4.06282 -4.12770
H -1.29506 3.14712 1.07057
C 1.68204 1.25916 4.22917
C 2.74732 -1.05285 -1.96963
C -1.77579 -2.79526 -0.82708
C 2.60190 -2.42995 -1.32721
C -0.52479 -0.18289 3.30871
H 3.42252 -0.73667 2.27926
H 3.11124 0.76626 1.42292
H 0.36097 2.01285 5.74149
H -2.04815 -0.52502 1.83950
C 0.27033 2.07673 0.07647
C 1.47576 4.64075 -0.24505
H 1.92556 5.61705 -0.35818
C -1.41330 -5.08004 -1.61063
C -3.14067 -3.11765 -0.71571
H -1.58576 0.72919 4.92257
H 2.36656 -1.08681 -2.99445
N 0.85923 -1.12560 1.55081
N 1.18721 -2.62056 -1.01914
H 3.79658 -0.74847 -2.00340
H 3.14924 -2.45761 -0.38297
N -1.45818 2.20061 -3.79362
C 3.15106 0.31188 2.41564
H -0.72447 -5.83688 -1.96982
H 1.05412 -4.39810 -2.02156
Tc 0.42070 -0.92591 -0.11281
C 0.71488 -0.27347 2.65936
H 3.13941 1.45989 -1.76721
C -0.34473 3.26556 0.56675
C -3.61204 -4.37072 -1.02890
C -1.70943 -0.94494 2.78950
H -3.12587 -6.35443 -1.73661
H -2.53396 -0.90649 3.50094
C 1.52294 2.23205 -0.60716
N -2.76760 4.15898 -3.53036
O -1.42333 -1.55463 -0.55432
H -0.26698 5.36370 0.81211
C -2.74867 -5.37342 -1.48470
C 1.82927 0.43874 3.11895
C 2.24071 1.16739 -1.21889
C 0.46085 1.36975 4.87642
H -1.45278 -1.98882 2.60044
O -0.34607 0.96059 0.25131
N -2.83054 2.30525 -2.06159
C 0.52496 -3.62350 -1.46132
H 3.93807 0.80779 2.98322
C -0.89606 -3.81703 -1.27603
H 3.03363 3.62185 -1.26315
H 2.98425 -3.21136 -1.98976
H -2.00552 4.54523 -4.07530
H 2.53917 1.81662 4.58904
C 2.08657 3.52958 -0.74200
C -2.15506 1.16698 -2.07599
H -3.80504 -2.33572 -0.37193
N 1.94444 -0.09508 -1.19721
C 0.23568 4.48962 0.41607

Summary:
- ⟨S²⟩: 0.757
- LUMO (alpha / beta): -0.18 / -0.30 eV
- E_HOMO (alpha / beta): -6.560 / -7.627 eV
- Charge: 0
- 2S+1: 2

Charges obtained by natural (NBO) population analysis, quoted in units of e: -0.2924, 0.2460, 0.2143, 0.1312, -0.2082, 0.3672, 0.2300, -0.2080, -0.2334, 0.4023, -0.2333, -0.0267, 0.2192, 0.2109, 0.2079, 0.2345, 0.4265, -0.2900, 0.2151, -0.1317, -0.2668, 0.2042, 0.2054, -0.4805, -0.4452, 0.2024, 0.2183, -0.0748, -0.6248, 0.2050, 0.1755, 1.1837, 0.1655, 0.1777, -0.2727, -0.1582, -0.6407, 0.2164, 0.2092, -0.2200, -0.6071, -0.7075, 0.2141, -0.2730, -0.0525, 0.2157, -0.2229, 0.2228, -0.6825, -0.2525, 0.2067, 0.2112, -0.2433, 0.2018, 0.1973, 0.3777, 0.2034, -0.1403, 0.1014, 0.2243, -0.5076, -0.1483

# 2
Here is a single C5H12O molecule from the Open Molecules 2025 dataset. Energies are from the ωB97M-V functional and the def2-TZVPD basis.

CARTESIAN COORDINATES (ANGSTROEM)
C -0.94206 -0.41134 -1.13243
H 1.53257 0.86282 -0.90095
H -0.90468 0.50527 -1.72895
H -0.67011 -1.24504 -1.78693
H 0.53086 2.48016 0.98118
H -1.24887 2.51353 1.00346
H -0.39368 2.12293 -0.49732
C 1.43967 -0.08461 -0.35903
C -0.37616 1.99583 0.59294
C -0.08731 -1.64719 0.86423
H 0.57813 -1.60866 1.73234
H 0.19934 -2.49725 0.23615
H 1.79131 -0.88353 -1.02160
H -1.97104 -0.55720 -0.79128
H 2.09636 -0.04718 0.51685
H -1.11010 -1.80325 1.22063
C -0.00397 -0.34455 0.07544
O -0.46026 0.64926 0.99528

Summary:
- LUMO: 0.96 eV
- E_HOMO: -9.626 eV
- SMILES: COC(C)(C)C
- Charge: 0
- 2S+1: 1

Charges obtained by natural (NBO) population analysis, quoted in units of e: -0.6390, 0.2090, 0.2054, 0.2120, 0.1694, 0.1893, 0.1658, -0.6422, -0.2520, -0.6110, 0.2150, 0.2051, 0.2146, 0.2174, 0.2157, 0.2170, 0.2604, -0.5520

# 3
Here is a single C5H5N molecule in a non-equilibrium geometry from the Open Molecules 2025 dataset. Energies are from the ωB97M-V functional and the def2-TZVPD basis.

CARTESIAN COORDINATES (ANGSTROEM)
H 1.57921 0.12311 1.78778
H -2.86730 -0.47727 0.27921
C -2.23687 -0.26381 -0.58949
H -2.13644 -1.18607 -1.16963
C -0.91298 0.16797 -0.15267
C 1.56142 0.50715 0.76229
C 2.47013 -0.31599 -0.05013
C 0.19491 0.41770 0.24309
H -2.74279 0.47916 -1.21149
H 1.93836 1.53376 0.79949
N 3.15234 -0.98572 -0.69845

Summary:
- LUMO: 0.76 eV
- E_HOMO: -10.156 eV
- SMILES: CC#CCC#N
- Charge: 0
- 2S+1: 1

Charges obtained by natural (NBO) population analysis, quoted in units of e: 0.2697, 0.2386, -0.6873, 0.2427, 0.0566, -0.5596, 0.2932, -0.0496, 0.2389, 0.2679, -0.3111

Going through the records in order, we get energy relative to the best compared isomer or geometry (same formula, charge and spin) values of 7.3 11.0 45.0 kcal per mole.